Record 1
Molecular formula: C11H24ClIN2O2PSYb
Method: DFT, ωB97M-V/def2-TZVPD

**Calculated total energy**: -3349.02730 Ha
**LUMO level (spin up / spin down)**: -6.748 / -8.251 eV
**Frontier orbital gap (spin up / spin down)**: 7.55 / 6.77 eV

The geometry in ORCA input format:
```
! RIJCOSX wB97M-V def2-TZVPD def2/J DEFGRID3
* xyz 2 2
H 2.49665 1.51901 3.95828
H -3.27566 0.70913 3.34602
H 2.67474 -0.67091 2.32980
N -1.21597 0.47507 3.37747
N 1.06545 0.03539 3.56896
C -2.49859 0.47775 2.62158
H -0.55729 0.37898 5.38213
H -1.14265 1.85011 -3.80653
H 1.95331 -1.88108 3.43032
H -0.58736 1.48460 -2.14623
H -1.22656 1.98596 4.85055
H -1.93663 0.50022 -2.91532
H -2.32121 0.59876 5.10830
C 1.90634 0.72953 -4.13316
H -1.35835 -1.08315 -5.14112
S -0.28096 -1.18667 1.50428
H -0.69098 -2.94094 -2.88331
C -0.12263 -0.16569 2.91878
Cl -4.13242 -0.74159 -1.48378
H 2.11602 1.52426 -3.38083
I 1.88108 1.78879 -1.16615
O 2.20812 -1.01422 0.10456
H -2.72786 -0.54191 2.25049
C 2.23483 -0.83388 3.31863
P 0.31784 0.01225 -3.81539
H -0.22778 -0.07291 -6.09998
H -1.39540 -1.47146 -2.22271
C 1.40613 1.45306 3.85846
C 1.25505 -0.31301 0.12286
C -1.31939 0.88984 4.77280
C -0.30830 -0.79602 -5.27849
H 0.29502 -1.68353 -5.51235
H 2.98006 -0.57500 4.08207
H -0.34997 -2.48097 -1.20983
H 0.93682 1.76637 4.79981
H 1.90239 1.17083 -5.13372
C -0.47443 -2.08357 -2.21949
H 2.67196 -0.04763 -4.00521
H -2.49228 1.29713 1.86575
H 1.06987 2.10703 3.03738
C -0.97064 1.02786 -3.08758
O 1.92217 -1.71233 -2.44542
C 0.77495 -1.37145 -2.67955
Yb -2.45548 -0.11404 0.15688
*
```

Record 2
Molecular formula: C11H24CoN4O4S
Method: DFT, ωB97M-V/def2-TZVPD

**Calculated total energy**: -2734.57784 Ha
**LUMO level (spin up / spin down)**: 0.291 / 0.291 eV
**Frontier orbital gap (spin up / spin down)**: 9.50 / 9.65 eV
**Energy above the lowest of the compared OMol25 structures with the same formula, charge and spin**: 5.5 kcal/mol

The geometry in ORCA input format:
```
! RIJCOSX wB97M-V def2-TZVPD def2/J DEFGRID3
* xyz 0 4
H -3.00052 4.49602 1.44263
S -1.86954 -0.14543 -0.48310
O 0.30331 0.67021 2.46762
H -4.31569 3.28496 -2.05010
C -2.18040 1.45904 -1.06366
H -4.88695 3.32747 0.28073
O 0.73509 2.15967 -0.43816
N 1.73796 -0.64224 0.60565
H -4.87523 1.11200 1.44442
H -6.43486 1.89519 1.64261
H -3.23185 3.48254 2.84970
H -2.05828 2.84018 -4.06251
N -2.16655 1.66079 -2.37884
H 2.93288 -1.05008 2.24072
Co 0.07925 0.64216 0.56901
H 1.71674 3.91026 -0.38698
H -4.46021 2.48320 -3.60160
H -3.92255 6.75671 -3.37717
C -4.19506 4.62994 -3.72537
C 1.33843 0.03458 2.91996
O 1.78799 0.05808 4.04384
C -3.65873 5.80562 -2.91443
H -2.14769 3.39602 -0.65248
H -1.84065 3.70565 -2.56887
N -2.40216 2.49276 -0.26312
H 1.62000 -1.54203 0.15485
C 0.74478 3.43246 -0.60232
C -2.38618 2.45563 1.19736
O -0.20157 4.13140 -0.94684
H -2.57230 5.78194 -2.81815
C -3.33434 3.50358 1.76147
C -2.44189 2.93020 -3.04553
H -2.67059 1.45507 1.51454
H -5.38247 4.12735 1.75219
C -5.37471 1.97740 1.88413
C -4.79444 3.28969 1.37042
N 1.98127 -0.83383 1.98646
H -4.07881 5.80189 -1.90534
H -5.27282 4.74522 -3.85821
H -1.94539 0.84866 -2.92900
H 2.49725 -0.14362 0.14785
H -5.27281 1.90221 2.96898
C -3.92651 3.27665 -3.07281
H -1.36935 2.64493 1.55740
H -3.76316 4.64171 -4.73135
*
```

Record 3
Molecular formula: C11H24F4N6O14P3S
Method: DFT, ωB97M-V/def2-TZVPD

**Calculated total energy**: -3636.87640 Ha
**LUMO level**: -4.368 eV
**Frontier orbital gap**: 7.98 eV

The geometry in ORCA input format:
```
! RIJCOSX wB97M-V def2-TZVPD def2/J DEFGRID3
* xyz 1 1
H 3.03308 -0.68022 1.80267
O 2.00929 2.49230 -1.99822
H -2.06952 -0.29850 3.55165
H -3.63557 0.35139 1.94929
O -1.78688 -4.79469 -1.80142
H 2.97655 -2.10461 -0.11721
H -0.82963 4.89407 4.92267
H 1.50678 1.00893 0.41233
F -1.78445 -1.06101 -4.25459
H -2.09366 5.36746 6.10748
C 3.62004 -0.32409 0.95861
H 1.41338 -2.73729 -3.07024
N 4.23476 0.76115 1.06625
H 0.16281 -0.38048 3.43773
O -0.23208 2.79643 6.30269
H 4.76786 1.01607 0.23186
H -3.52616 2.24949 1.05110
O -3.22856 2.37974 1.95375
F 0.28806 -1.62766 -4.69394
H 1.03117 1.03466 2.76939
H -1.88941 1.34836 4.21910
C -0.11651 -0.08697 -2.88516
H -4.09893 1.26138 3.42719
C -3.34626 1.14100 2.64460
P -1.77266 -1.31303 -0.81619
C -2.02561 0.76755 3.30182
C 0.64416 0.34222 0.30827
N -1.23612 3.47650 6.39740
C -0.14717 -1.16004 -1.69308
H -0.54051 -2.45736 0.58212
O 1.04399 2.37733 -4.30534
O -1.47042 -2.34217 0.34010
O -0.96214 1.01835 2.39884
N 1.36260 0.24780 -2.92448
N 3.11230 -0.54627 -1.49476
P -0.83859 -4.29743 -2.97222
O 0.18809 -5.51618 -3.14542
O 4.05006 -0.37661 -2.47673
O -1.48527 -3.82272 -4.18588
O -2.30749 3.08388 6.80380
H 4.60472 -1.54108 -0.51316
S 1.80470 1.87018 -3.25397
H -1.44627 -5.55563 -1.31186
O -2.60534 -2.10124 -1.89793
C -1.12790 4.89843 5.96649
H 4.37501 0.53843 -2.42580
H -0.35976 5.36154 6.57797
H -0.26136 0.91851 0.11805
H -3.54805 -1.87931 -1.83611
H 0.25653 -5.74565 -4.08597
C 3.59183 -1.21823 -0.27178
P 0.58143 -2.93972 -1.95929
C 0.20995 0.32450 2.60608
C 1.86937 -0.24942 -1.71477
F 3.22659 1.56822 -3.82051
N 0.91612 -0.59754 -0.79694
C -0.51339 -0.62911 -4.29603
N -0.90510 1.07361 -2.64191
O 0.49541 -0.45917 1.44669
F -0.41309 0.35006 -5.20670
H -0.54760 1.70610 -1.93963
O -2.35411 -0.03487 -0.40746
H -1.87108 0.85260 -2.44126
*
```

Record 4
Molecular formula: C11H24GaI2O7
Method: DFT, ωB97M-V/def2-TZVPD

**Calculated total energy**: -3480.39132 Ha
**LUMO level**: 2.166 eV
**Frontier orbital gap**: 7.07 eV

The geometry in ORCA input format:
```
! RIJCOSX wB97M-V def2-TZVPD def2/J DEFGRID3
* xyz -1 1
C 1.77977 0.86274 -4.31802
H 3.26583 1.99169 6.98300
H -4.44107 -3.44476 -6.15719
H -0.28047 0.36917 -3.88652
H 1.60480 1.08626 -5.37598
O 2.04358 3.33726 -1.82463
C -2.89609 -3.95057 -0.27733
H 2.78255 0.42581 -4.24252
H 0.74588 3.78370 5.94735
C -2.11764 -4.76538 -1.29612
O -2.39100 -2.76566 -3.11120
C -3.92179 -3.06416 -5.27328
Ga -0.44605 1.61086 4.85612
O -2.86685 -4.93130 -2.50535
H 0.26245 0.17560 5.01490
H 0.86724 -0.36829 -2.77882
H -2.35516 -3.89770 0.67123
H -4.56334 -2.32293 -4.78703
H -1.37427 1.64957 3.53835
C 0.70872 -0.09612 -3.82682
H -1.36910 2.71628 6.81408
H -3.06767 -2.92914 -0.63055
C 2.42660 3.43510 -0.45390
C 0.91337 3.16491 4.94604
C -2.92103 -3.84530 -3.31855
H 3.45278 3.08762 -0.30143
H 2.37224 4.48713 -0.16048
H 0.70779 -1.01339 -4.42163
O 2.70268 1.13915 -1.78031
H 2.05356 0.74350 6.18299
H -1.93972 -5.76871 -0.89423
O -1.61149 1.82266 6.38880
I 2.96883 2.22579 2.79583
C 2.21355 2.09988 -2.35243
H -1.13634 -4.32367 -1.50617
C 2.89827 1.52233 5.95792
H -3.88150 -4.39427 -0.10218
O 1.71726 2.10961 -3.61625
O -3.69267 -4.15943 -4.38836
H 1.72857 2.86572 0.16739
H 3.78856 0.90973 5.45503
C 2.49008 2.71837 4.91457
I 0.64354 4.63172 3.30058
H -2.98049 -2.60937 -5.59603
H 3.11524 3.67798 5.24915
*
```

Record 5
Molecular formula: C11H24N3S
Method: DFT, ωB97M-V/def2-TZVPD

**Calculated total energy**: -995.77642 Ha
**SMILES**: CCCCNC(=S)N1CC[NH+](CC)CC1
**LUMO level**: -2.554 eV
**Frontier orbital gap**: 9.72 eV
**Energy above the lowest of the compared OMol25 structures with the same formula, charge and spin**: 0.0 kcal/mol

The geometry in ORCA input format:
```
! RIJCOSX wB97M-V def2-TZVPD def2/J DEFGRID3
* xyz 1 1
C -0.68572 1.82803 0.57577
N -0.34528 1.10096 -0.62906
C -4.40209 -1.44306 0.26277
H -0.98996 2.83339 0.27792
C -1.82531 1.10743 1.33819
H 6.62311 1.15477 -0.27319
C -1.45575 1.09557 -1.56966
H 5.79672 1.21822 1.28292
C 6.00087 0.59228 0.41716
H 4.18365 1.06158 -0.61862
H -3.64493 -2.21733 0.16529
H 4.93435 -0.44946 -1.12990
H -1.40427 2.01925 -2.15295
H -1.41379 0.45460 2.11030
C -2.81675 1.00297 -0.85684
C 0.33267 -0.11368 -0.42809
C 3.81266 -0.62378 0.69702
H 6.55950 -0.27897 0.74888
H -1.97029 -0.58695 0.12943
H -4.76116 -1.17523 -0.72665
H -3.61058 -0.54914 2.04178
H 0.19015 1.91545 1.21878
S -0.44837 -1.59052 -0.41275
C 4.70354 0.16851 -0.26016
H 2.74483 -1.63289 -0.88829
H 4.36277 -1.49850 1.04534
H -2.48650 1.83648 1.81225
H -5.23968 -1.85901 0.81471
C -3.85276 -0.24652 1.02109
H -1.32143 0.25575 -2.25243
C 2.52200 -1.10861 0.04843
H 1.99592 -1.80978 0.70450
H -3.22381 1.99110 -0.62957
N -2.61106 0.27028 0.40470
H -3.52906 0.46775 -1.48215
H 2.06046 0.91284 -0.32091
N 1.63326 0.00038 -0.22396
H -4.58808 0.56107 1.06401
H 3.57466 -0.01570 1.57306
*
```

Record 6
Molecular formula: C11H24N4OSi2Zr
Method: DFT, ωB97M-V/def2-TZVPD

**Calculated total energy**: -1353.34349 Ha
**LUMO level**: -6.969 eV
**Frontier orbital gap**: 7.31 eV
**Energy above the lowest of the compared OMol25 structures with the same formula, charge and spin**: 0.0 kcal/mol

The geometry in ORCA input format:
```
! RIJCOSX wB97M-V def2-TZVPD def2/J DEFGRID3
* xyz 2 1
H 2.35182 -2.50774 1.92896
H -0.44275 3.77732 -1.47406
H 0.37313 -2.27980 -4.03082
H -4.06472 -3.39348 0.05615
H -3.30997 1.79874 -0.31855
Si 1.44878 -1.09346 0.14170
C -0.47198 2.76378 -1.88397
H -1.60900 -0.82158 1.94701
Si -0.80280 1.54165 -0.49522
C 2.53950 0.75000 1.94532
C 2.83337 -1.30505 -1.12923
H -1.16093 -1.69246 -4.20891
C 1.51211 0.56126 1.01062
H 1.13000 -0.28719 -3.39050
H 2.91061 -0.47417 -1.83546
C 1.44114 -2.54958 1.32344
H -2.43073 3.03420 0.56335
Zr -0.76171 -1.03320 -1.40488
H 3.25665 -0.03940 2.14661
N 0.11237 -0.31601 -3.44292
C 1.76237 2.97112 2.40692
N -0.33416 -1.67707 -3.61682
H -2.82819 -1.59368 2.89378
C -2.44444 1.96655 0.32399
O -2.14994 -1.91220 -0.20669
N -2.37533 -1.47495 2.00084
H 0.05107 3.61991 1.32775
H -4.33605 -3.13801 1.74752
H 1.85593 3.90455 2.94566
C -2.78098 -2.10334 0.91018
H 0.60116 -2.52994 2.01916
H 3.78023 -1.30329 -0.57820
H -0.19585 0.32225 -4.17137
H 1.44261 -3.51200 0.80986
C 0.74188 2.79840 1.48672
H 0.49335 2.59821 -2.36759
H 2.79584 -2.25214 -1.67223
H -2.60886 1.43917 1.26479
H 3.46939 2.07459 3.35129
C 0.59759 1.60202 0.77174
H -1.25478 2.75819 -2.64640
N -3.80661 -2.93493 0.91444
C 2.66889 1.94277 2.63596
*
```